No. 1
This record from the Open Molecules 2025 dataset describes a 3-piece molecular cluster, C24H39ClN3O overall in a non-equilibrium geometry. The level of theory is ωB97M-V/def2-TZVPD.

Geometry as ORCA input:
```
! wB97M-V def2-TZVPD RIJCOSX def2/J DEFGRID3
* xyz 1 1
C 2.47296 0.87986 0.88686
C 2.84245 -0.02768 -0.29282
C 2.91277 -1.52908 0.07122
N 2.04449 -2.42600 -0.69966
N 0.75820 -2.66388 -0.11767
C 0.87103 -3.47312 1.15652
C 0.75442 -2.68667 2.45457
C -0.66036 -2.63590 3.06161
Cl -1.14657 -0.93662 3.33936
C -0.14551 -1.47133 -0.00808
C -0.56172 -0.94666 -1.39417
N -1.99378 -0.71376 -1.40893
C -2.37957 0.66049 -0.98715
C -3.13104 0.64310 0.33527
C -2.64993 -1.04920 -2.64726
C -1.84326 -1.13305 -3.91926
O -3.86678 -1.22636 -2.64743
H 1.40002 1.05364 0.94862
H 2.76718 0.43805 1.83589
H 2.95568 1.84666 0.81976
H 2.15873 0.13416 -1.12245
H 3.82170 0.27845 -0.64621
H 3.92558 -1.87323 -0.11184
H 2.75151 -1.64105 1.13534
H 1.92483 -2.07598 -1.64027
H 0.27934 -3.27095 -0.77926
H 1.80099 -4.02093 1.08220
H 0.06735 -4.20308 1.11216
H 1.15089 -1.68243 2.37716
H 1.40075 -3.19031 3.16988
H -1.39305 -3.05300 2.38250
H -0.68676 -3.13342 4.01872
H 0.31598 -0.71964 0.61817
H -1.05930 -1.78944 0.48585
H 0.01303 -0.05601 -1.64825
H -0.29499 -1.70483 -2.13096
H -1.49675 1.29148 -0.91143
H -3.03658 1.09940 -1.73360
H -3.97431 -0.03463 0.26947
H -3.49457 1.63521 0.58402
H -2.47644 0.30566 1.13623
H -2.50214 -1.00267 -4.76626
H -1.00684 -0.44271 -3.95831
H -1.43548 -2.14140 -4.00772
C -0.48469 2.72932 -5.51387
C 0.26752 2.92628 -6.66342
C -0.27937 2.64143 -7.90654
C -1.57923 2.16395 -8.00122
C -2.33264 1.96861 -6.85244
C -1.78392 2.24945 -5.60912
H -0.05957 2.95633 -4.54383
H 1.27789 3.30689 -6.59130
H 0.30665 2.79479 -8.80284
H -2.00640 1.94766 -8.97126
H -3.34787 1.60105 -6.92663
H -2.37253 2.09794 -4.71204
C 2.52278 1.23759 7.18331
C 2.05821 2.30063 7.94435
C 0.72314 2.67362 7.87533
C -0.14963 1.98115 7.04806
C 0.31385 0.91691 6.28751
C 1.65008 0.54718 6.35405
H 3.56360 0.94648 7.23888
H 2.73671 2.83760 8.59366
H 0.36260 3.50392 8.46776
H -1.19127 2.27004 6.99780
H -0.36281 0.37401 5.64085
H 2.01275 -0.28395 5.76064
*
```

Results
- LUMO (eV) = -2.87
- HOMO (eV) = -11.1
- E (Eh) = -1637.291056
- max |F| (eV/Å) = 2.32

No. 2
This record from the Open Molecules 2025 dataset describes a 5-piece molecular cluster, H10O5 overall in a non-equilibrium geometry. The level of theory is ωB97M-V/def2-TZVPD.

Geometry as ORCA input:
```
! wB97M-V def2-TZVPD RIJCOSX def2/J DEFGRID3
* xyz 1 2
O -1.22821 -1.95281 0.02338
O -2.23776 0.36184 -0.23727
O -0.06573 2.08008 -0.75446
O 2.24092 0.96643 0.37393
O 1.25713 -1.52657 0.45717
H -1.54302 -2.17094 0.91780
H -2.81772 0.58977 -0.98992
H -0.09104 2.98682 -0.43357
H 3.03160 0.96080 -0.17075
H 1.53831 -2.35024 0.89932
H -1.62597 -1.02743 -0.19421
H -1.48766 1.01045 -0.25179
H 0.72082 1.66831 -0.33427
H 1.99718 0.02982 0.54107
H 0.31114 -1.62633 0.15359
*
```

Results
- energy above the lowest of the compared OMol25 structures with the same formula, charge and spin (kJ/mol) = 33.79
- LUMO (spin up / spin down) (eV) = -3.74 / -11.35
- HOMO (spin up / spin down) (eV) = -15.4 / -15.4
- <S²> = 0.760
- E (Eh) = -381.806113
- max |F| (eV/Å) = 1.27

No. 3
This record from the Open Molecules 2025 dataset describes a single C5H9NS molecule in a non-equilibrium geometry. The level of theory is ωB97M-V/def2-TZVPD.

Geometry as ORCA input:
```
! wB97M-V def2-TZVPD RIJCOSX def2/J DEFGRID3
* xyz 0 3
C 0.04982 -0.76637 -0.44445
C 2.40478 -0.32922 0.01713
C -0.79281 0.12292 0.48977
C -2.56899 1.05077 -0.85663
C 1.35754 -1.10416 0.16542
N -2.27612 0.30110 0.16079
S -3.36578 -0.64779 0.92969
H -0.38043 -1.73700 -0.83284
H 0.05464 -0.19352 -1.38172
H 2.23592 0.68435 -0.40504
H 3.30733 -0.57784 0.64044
H -0.66315 -0.35962 1.53681
H -0.23196 1.11458 0.56755
H -1.89592 1.81744 -1.26045
H -3.59615 1.22338 -1.33202
H 1.32503 -2.05952 0.59612
*
```

Results
- energy above the lowest of the compared OMol25 structures with the same formula, charge and spin (kJ/mol) = 102.33
- LUMO (spin up / spin down) (eV) = 0.98 / -1.79
- HOMO (spin up / spin down) (eV) = -6.3 / -9.1
- <S²> = 2.006
- E (Eh) = -648.672625
- max |F| (eV/Å) = 8.16

No. 4
This record from the Open Molecules 2025 dataset describes a single C19H32N2OS molecule. The level of theory is ωB97M-V/def2-TZVPD.

Geometry as ORCA input:
```
! wB97M-V def2-TZVPD RIJCOSX def2/J DEFGRID3
* xyz 0 1
C 2.69855 2.77885 -1.07628
H 2.62155 2.29334 -2.04482
H 1.91131 2.44907 -0.40476
H 2.65074 3.85625 -1.20128
S 4.32377 2.44661 -0.33693
C 4.31043 0.70308 -0.04391
C 3.29314 -0.13863 -0.45935
C 3.34360 -1.49702 -0.17069
C 4.42915 -2.01029 0.52078
C 5.45915 -1.17059 0.91748
C 5.40349 0.18002 0.64424
H 6.19487 0.84305 0.95850
H 6.30636 -1.57340 1.45219
H 4.47315 -3.06516 0.74918
C 2.20663 -2.37566 -0.62072
N 0.93102 -1.77256 -0.28589
C 0.73608 -1.68896 1.15238
C -0.71789 -1.27763 1.45429
N -1.34197 -0.58280 0.34467
C -0.69861 0.69253 0.03166
H 0.13101 0.53749 -0.66819
C -1.68849 1.71492 -0.54981
H -1.21998 2.22345 -1.39602
H -2.56841 1.19390 -0.92736
C -2.14122 2.78035 0.45603
C -2.93256 2.17258 1.61024
H -2.35022 1.41665 2.12973
H -3.20292 2.94492 2.32727
H -3.84585 1.71120 1.24378
C -2.98666 3.83572 -0.25438
H -2.42624 4.30507 -1.06043
H -3.29491 4.61037 0.44372
H -3.88008 3.38009 -0.67554
H -1.24719 3.27074 0.86141
H -0.27411 1.09072 0.95546
C -1.43452 -1.47463 -0.81629
C -0.20746 -2.41294 -0.91259
H 0.02431 -2.60156 -1.96294
H -0.43498 -3.38580 -0.44018
C -2.72770 -2.30239 -0.79006
H -2.74522 -2.94268 -1.67376
H -2.74480 -2.94172 0.09443
C -3.98117 -1.42658 -0.77473
O -4.14659 -0.75307 0.44218
H -3.26721 -0.40865 0.68496
H -3.93440 -0.70932 -1.61164
H -4.87349 -2.04469 -0.91170
H -1.46190 -0.83689 -1.70546
H -1.32100 -2.16394 1.66541
H -0.75193 -0.63907 2.33985
H 1.43965 -0.94776 1.54115
H 0.95769 -2.65377 1.64463
H 2.31592 -3.38281 -0.17817
H 2.24932 -2.48145 -1.71063
H 2.43878 0.23145 -1.00107
*
```

Results
- energy above the lowest of the compared OMol25 structures with the same formula, charge and spin (kJ/mol) = 100.93
- LUMO (eV) = 0.67
- HOMO (eV) = -8.1
- E (Eh) = -1326.107947
- max |F| (eV/Å) = 0.62
- structure (SMILES) = CSc1cccc(CN2CCN(CCC(C)C)[C@H](CCO)C2)c1

No. 5
This record from the Open Molecules 2025 dataset describes a single C13H8S4 molecule in a non-equilibrium geometry. The level of theory is ωB97M-V/def2-TZVPD.

Geometry as ORCA input:
```
! wB97M-V def2-TZVPD RIJCOSX def2/J DEFGRID3
* xyz 0 1
S -2.09167 -0.30310 1.15511
S -1.37424 -0.96058 -1.66317
S 0.06837 -2.55436 0.35116
S 0.71319 0.39126 0.04851
C -3.46389 3.07523 -0.93907
C -2.98309 2.69775 -2.21028
C 3.94260 -2.51696 1.64522
C 4.25341 -1.15983 1.35613
C -3.31919 2.05141 0.13218
C -2.36242 1.44760 -2.41198
C 2.59459 -2.92705 1.40830
C 3.28044 -0.23516 0.98995
C -2.61129 0.87828 -0.07657
C -2.31004 0.49848 -1.36933
C 1.61451 -2.10211 0.89650
C 1.94772 -0.73904 0.69567
C -0.65662 -0.90935 0.04038
H -4.00797 3.96441 -0.84203
H -3.22268 3.22246 -3.11622
H 4.67910 -3.18117 1.99117
H 5.27290 -0.70739 1.48851
H -3.60546 2.22236 1.20810
H -1.99525 1.00806 -3.34715
H 2.16292 -4.02572 1.57642
H 3.47406 0.86448 0.99248
*
```

Results
- energy above the lowest of the compared OMol25 structures with the same formula, charge and spin (kJ/mol) = 128.86
- LUMO (eV) = 0.47
- HOMO (eV) = -8.0
- E (Eh) = -2092.886032
- max |F| (eV/Å) = 4.67
- structure (SMILES) = c1ccc2c(c1)SC1(S2)Sc2ccccc2S1

No. 6
This record from the Open Molecules 2025 dataset describes a single C4H4O molecule in a non-equilibrium geometry. The level of theory is ωB97M-V/def2-TZVPD.

Geometry as ORCA input:
```
! wB97M-V def2-TZVPD RIJCOSX def2/J DEFGRID3
* xyz 0 1
C -2.29375 0.11967 -0.07036
C 0.03288 -0.35957 0.59564
C 0.21196 1.07187 0.45145
C -1.01710 0.34786 -0.27183
O -3.41768 -0.12362 0.17666
H 0.68592 -1.09493 -0.04188
H -0.45054 -0.80239 1.36081
H 1.02856 1.56479 -0.10544
H -0.87208 0.33214 -1.27860
*
```

Results
- energy above the lowest of the compared OMol25 structures with the same formula, charge and spin (kJ/mol) = 468.21
- LUMO (eV) = 0.13
- HOMO (eV) = -6.9
- E (Eh) = -229.849617
- max |F| (eV/Å) = 5.66